No. 1
This record from the Open Molecules 2025 dataset describes a molecular structure, CHHoLiO2 at a distorted geometry. The level of theory is wB97M-V/def2-TZVPD.

HOMO energy (alpha / beta): -10.55 / -10.59 eV
Net charge: +1
Electronic energy: -1144.4689 Eh
Lowest unoccupied orbital energy (alpha / beta): -0.2206 / -0.2163 Ha
Frontier orbital gap (alpha / beta): 4.54 / 4.70 eV
Maximum force: 0.089 Eh/bohr
Spin multiplicity: 5

Structure (XYZ):
```
6
Properties=species:S:1:pos:R:3:forces:R:3
O 0.29237 1.74126 -0.16658 -2.9 -3.3 0.6
C 0.64081 -2.62068 0.46398 0.3 -1.0 0.3
O 0.35098 -1.49612 -0.05338 -1.7 2.5 -0.2
Ho -1.06661 0.21296 0.04995 4.2 1.7 -0.7
Li 2.00585 1.73752 -0.30876 0.0 0.1 0.0
H -0.00466 -2.76570 1.39127 0.0 0.1 0.1
```
Positions in Å, forces in eV/Å.

No. 2
This record from the Open Molecules 2025 dataset describes a molecular structure, C58H44I4N7O2PbS at a distorted geometry. The level of theory is wB97M-V/def2-TZVPD.

HOMO energy: -9.52 eV
Net charge: +1
Electronic energy: -4552.0282 Eh
Lowest unoccupied orbital energy: -0.1467 Ha
Frontier orbital gap: 5.53 eV
Maximum force: 0.025 Eh/bohr
ΔE to the lowest compared entry with this formula, charge and spin: 77.75 kJ/mol

Structure (XYZ):
```
117
Properties=species:S:1:pos:R:3:forces:R:3
Pb -0.20492 -0.30466 -0.78635 -0.1 -0.2 0.7
I 5.48448 -5.88816 -6.65705 -0.3 0.3 0.3
C 4.16568 -4.68596 -5.52585 0.3 -0.3 -0.2
C 2.87498 -4.46366 -5.98005 0.1 -0.1 -0.1
C 2.02648 -3.65016 -5.25255 0.1 0.2 0.1
C 2.45778 -3.05466 -4.06785 0.3 -0.3 -0.1
C 3.75448 -3.30156 -3.61975 -0.2 -0.1 0.0
C 4.60568 -4.11386 -4.34205 0.2 -0.1 -0.1
C 1.58098 -2.16526 -3.29065 -0.2 0.1 0.2
C 0.33008 -2.66076 -2.90335 0.4 -0.1 -0.1
C -0.17732 -3.96986 -3.19895 -0.2 0.1 0.2
C -1.46642 -4.00016 -2.77785 0.2 0.1 0.0
C -1.75262 -2.72396 -2.18675 -0.4 -0.1 0.0
C -2.99642 -2.32546 -1.69045 0.1 0.2 0.0
C -4.08822 -3.32366 -1.74315 -0.2 -0.2 0.1
C -4.03922 -4.43456 -0.90265 0.0 0.2 -0.1
C -5.06792 -5.35626 -0.89675 -0.1 -0.2 0.0
C -6.13202 -5.19636 -1.76855 -0.4 -0.3 0.0
I -7.68632 -6.62776 -1.78025 0.3 0.3 0.0
C -6.18422 -4.10886 -2.62565 -0.2 -0.1 0.0
C -5.17412 -3.16346 -2.59805 0.2 0.0 0.1
C -3.30122 -1.08596 -1.10755 -0.2 -0.5 -0.2
N -2.44422 -0.05006 -0.93935 0.5 0.2 -0.2
C -3.08102 0.90704 -0.20865 0.0 0.3 -0.1
C -2.53432 2.12964 0.19025 0.1 -0.1 -0.1
C -3.30242 2.92374 1.18405 -0.1 0.1 0.1
C -4.19422 3.93224 0.84345 0.2 -0.1 0.0
C -4.85412 4.64714 1.82935 -0.1 0.1 0.1
C -4.61972 4.35664 3.16345 -0.2 0.3 0.4
I -5.56332 5.47314 4.69495 0.2 -0.3 -0.4
C -3.74622 3.34114 3.51945 -0.1 0.1 0.1
C -3.09532 2.63224 2.52945 0.0 0.1 -0.1
C -1.29982 2.63474 -0.22265 -0.3 0.0 0.3
C -0.85162 3.97974 -0.02145 0.2 -0.1 -0.1
C 0.34288 4.09494 -0.65555 -0.2 0.0 0.2
C 0.64338 2.81574 -1.23135 0.6 0.1 -0.2
N -0.36412 1.95414 -0.94065 -0.1 -0.7 -0.2
C 1.79368 2.51754 -1.97385 -0.2 -0.2 0.1
C 2.13748 1.25294 -2.46825 0.1 0.5 0.0
C 3.28598 0.99074 -3.28755 -0.1 -0.3 0.0
C 3.23588 -0.31516 -3.64425 -0.1 0.3 0.1
C 2.05098 -0.86786 -3.05395 0.0 -0.4 -0.2
N 1.41358 0.10824 -2.35475 -1.0 -0.2 0.8
C 2.67488 3.64674 -2.33275 0.2 0.3 0.0
C 4.02378 3.65204 -1.98285 -0.2 0.1 0.1
C 4.84158 4.70024 -2.35945 0.2 0.1 0.0
C 4.31948 5.75594 -3.08795 0.2 0.3 -0.1
I 5.57618 7.34854 -3.66375 -0.3 -0.3 0.1
C 2.97968 5.77064 -3.43835 0.1 0.1 0.0
C 2.16308 4.72094 -3.06165 0.1 -0.2 0.0
C -4.41922 0.47494 0.06265 0.1 -0.2 -0.1
C -4.56112 -0.75106 -0.50365 0.1 0.3 0.1
N -0.63542 -1.94996 -2.26645 0.0 0.9 0.4
H 2.53548 -4.91826 -6.89855 0.0 0.0 -0.1
H 1.03198 -3.44606 -5.62135 -0.1 0.0 0.0
H 4.08108 -2.86376 -2.68795 0.1 0.0 0.1
H 5.60788 -4.29676 -3.98745 0.1 0.0 0.0
H 0.38188 -4.76076 -3.65845 0.0 -0.1 -0.1
H -2.15672 -4.81486 -2.85865 -0.2 -0.1 0.0
H -3.19342 -4.55106 -0.24085 0.0 0.0 0.0
H -5.03672 -6.20226 -0.22585 0.0 -0.1 0.0
H -7.00412 -4.00346 -3.31755 -0.1 0.0 0.0
H -5.22472 -2.31046 -3.26005 0.0 0.1 0.0
H -4.36532 4.16944 -0.19525 0.0 0.0 -0.1
H -5.54342 5.42994 1.55145 0.0 0.1 0.0
H -3.56612 3.10654 4.55785 0.0 0.0 0.1
H -2.39812 1.85274 2.80215 0.1 -0.1 0.1
H -1.39522 4.73544 0.51005 -0.1 0.2 0.1
H 0.97198 4.96064 -0.70165 0.1 0.2 -0.1
H 4.02158 1.71884 -3.56005 0.1 0.1 -0.2
H 3.91468 -0.84596 -4.27895 0.1 -0.1 -0.2
H 4.42908 2.83924 -1.39625 0.0 -0.1 0.0
H 5.88518 4.69074 -2.09245 0.1 0.0 0.1
H 2.57588 6.59044 -4.00975 0.0 0.1 -0.1
H 1.12408 4.72084 -3.35895 -0.1 0.0 0.0
H -5.14602 1.04614 0.60465 -0.2 0.1 0.1
H -5.43622 -1.36646 -0.49565 -0.2 -0.2 0.0
N -3.73562 -2.54346 2.14895 -0.4 -0.3 0.1
C -2.46222 -2.42276 1.72715 -0.2 0.6 0.4
O -1.89662 -3.27756 1.08595 0.5 -0.4 -0.3
C -1.79002 -1.11626 2.13195 -0.2 0.0 -0.3
C -0.40712 -0.99246 1.58575 0.1 0.3 -1.1
H -4.23422 -3.39336 1.93755 0.0 0.0 0.0
H -4.19852 -1.85456 2.71565 0.1 0.1 -0.1
H -1.73172 -1.10486 3.23025 0.1 0.1 -0.1
H -2.43622 -0.28466 1.84465 0.0 0.0 0.1
H 0.08808 -1.94756 1.47725 0.2 0.0 -0.1
H 0.19028 -0.22686 2.05995 0.2 0.1 0.0
C 0.64318 -0.38826 5.34975 0.1 -0.2 0.1
C 1.67268 -1.51596 5.35775 0.0 0.3 -0.1
C 2.88958 -1.22216 4.48045 0.3 -0.1 0.5
N 2.46058 -1.18976 3.08945 0.2 0.0 -0.3
C 3.13168 -0.82986 1.99045 -0.6 -0.3 0.0
S 2.66988 -1.38076 0.48655 0.2 -0.3 -0.6
N 4.22938 -0.00366 2.07145 0.5 -0.2 0.1
C 4.36428 1.23694 2.68075 -0.1 0.0 0.2
O 5.43278 1.78994 2.68555 0.1 0.1 0.0
C 3.12578 1.82304 3.26225 -0.2 0.3 0.2
C 1.95548 1.94214 2.51775 0.1 -0.1 0.0
C 0.83648 2.53284 3.07935 -0.1 0.0 -0.1
C 0.87778 3.00004 4.38205 0.0 0.0 0.0
C 2.04928 2.90804 5.11635 0.0 0.0 0.0
C 3.17378 2.33324 4.55595 0.0 0.0 -0.2
H -0.32142 -0.76246 5.68205 -0.1 0.0 0.1
H 0.53628 0.03504 4.35465 -0.1 0.1 -0.1
H 0.94508 0.41244 6.01765 0.0 0.1 0.0
H 1.20678 -2.43786 5.00285 0.1 -0.2 0.0
H 2.00798 -1.69366 6.37925 0.0 -0.1 0.0
H 3.62798 -2.02396 4.61105 0.0 0.2 -0.1
H 3.35978 -0.27826 4.76085 -0.1 -0.1 0.0
H 1.71488 -1.84406 2.88895 0.0 0.1 -0.1
H 4.96488 -0.21206 1.40375 -0.2 0.1 0.0
H 1.92228 1.60054 1.49105 0.0 -0.1 -0.1
H -0.07012 2.63234 2.49745 0.0 0.0 -0.1
H 0.00008 3.44374 4.82395 -0.1 0.1 0.0
H 2.09218 3.28494 6.12485 0.0 0.1 0.1
H 4.09378 2.26784 5.11445 0.2 0.0 0.1
```
Positions in Å, forces in eV/Å.

No. 3
This record from the Open Molecules 2025 dataset describes a molecular structure, C16H30F3MgNO17 at a distorted geometry. The level of theory is wB97M-V/def2-TZVPD.

HOMO energy: -7.91 eV
Electronic energy: -2461.1529 Eh
Lowest unoccupied orbital energy: 0.0092 Ha
Frontier orbital gap: 8.16 eV
Maximum force: 0.102 Eh/bohr
ΔE to the lowest compared entry with this formula, charge and spin: 333.04 kJ/mol

Structure (XYZ):
```
68
Properties=species:S:1:pos:R:3:forces:R:3
Mg 0.37561 -0.19534 0.51986 1.1 0.6 -0.3
N 1.69504 -1.62078 2.96256 -0.2 -1.8 0.6
O 1.20651 -2.72450 2.81835 -1.7 -2.1 -1.5
O 1.58318 -0.75629 2.09475 -0.1 2.0 -1.6
O 2.30198 -1.43120 3.97411 1.8 2.0 2.4
C 2.60097 1.49138 -1.49170 -2.2 0.1 2.5
O 1.71294 1.90028 -2.54235 1.2 -0.6 -0.5
O 1.79838 0.76980 -0.56846 2.2 0.0 -1.9
C 3.97474 0.95559 -2.06487 -0.5 -0.6 -0.1
F 4.92549 0.87540 -1.09175 -0.9 -0.6 -0.5
F 3.79576 -0.24386 -2.68051 0.7 0.5 0.5
F 4.55791 1.79272 -2.98654 -0.9 -0.5 0.4
C 1.93070 3.13918 -3.22091 -1.1 -0.6 0.1
C 1.19078 3.09175 -4.55850 -0.3 -0.5 0.6
H 0.19708 2.65458 -4.46070 -0.3 0.3 0.6
H 1.06921 4.12932 -4.86956 0.2 -0.2 -0.7
H 1.59704 2.36965 -5.26675 0.8 0.6 -0.3
H 2.97465 3.42153 -3.35703 0.0 -0.1 0.2
H 1.40034 3.85232 -2.58984 0.4 0.7 0.0
H 2.96421 2.32596 -0.89203 0.1 0.9 -0.3
C 0.05541 -4.25575 -3.10175 -0.1 -0.5 -1.1
O -0.04474 -3.12440 -2.26870 1.0 1.0 2.6
C 0.82235 -2.81392 -1.24646 1.4 0.0 0.0
O 0.60293 -1.91996 -0.43849 -0.2 -2.2 -2.1
O 2.00380 -3.52752 -1.24914 -2.6 1.5 -0.9
C 2.95745 -3.11335 -0.26355 0.5 -0.7 1.3
H -0.31301 -3.89864 -4.06343 0.5 0.0 -0.2
H -0.67544 -5.02765 -2.86066 0.2 0.0 0.7
H 1.05693 -4.67833 -3.18230 -0.1 0.2 0.1
H 2.66340 -3.62054 0.65535 0.2 0.1 0.2
H 3.03988 -2.05512 -0.01562 -0.4 0.1 -0.7
H 3.92483 -3.50336 -0.58003 -0.2 0.1 -0.2
C -2.58074 3.43975 3.22381 0.8 0.3 1.4
O -1.88464 2.48252 2.44581 0.0 -0.5 -1.7
C -0.61074 2.10361 2.54190 0.9 -1.2 -0.5
O -0.11451 1.31029 1.73168 -1.2 2.5 2.1
O 0.02348 2.61505 3.58834 -1.9 0.9 0.0
C 1.29648 2.13067 3.95373 1.1 -0.6 -0.7
H -3.56815 3.68502 2.83272 0.2 -0.6 -0.5
H -2.03397 4.37964 3.29956 0.2 -0.1 0.0
H -2.68386 3.00552 4.21824 -0.2 0.3 0.1
H 1.71700 2.73539 4.75722 -0.5 0.0 0.0
H 1.92780 2.24843 3.07301 0.3 -0.4 0.2
H 1.20061 1.08383 4.24190 0.3 0.0 -0.1
C -0.99637 3.28845 -1.14209 0.0 -0.4 1.6
O -1.74933 2.34025 -1.95518 0.8 1.3 0.3
C -1.70025 1.06270 -1.66210 2.2 -0.7 0.4
O -1.05560 0.56741 -0.72650 -2.2 0.6 -2.3
O -2.33719 0.44447 -2.66384 -0.1 0.3 0.6
C -2.44808 -0.97143 -2.64378 0.2 -0.4 0.4
H -0.67996 4.18431 -1.67634 -0.8 -0.3 -0.4
H -0.09286 2.94216 -0.64026 0.2 -1.1 -0.8
H -1.60188 3.47787 -0.25576 -0.4 0.6 -0.3
H -3.10565 -1.26326 -3.46265 0.1 0.2 0.1
H -2.88082 -1.29056 -1.69563 0.0 -0.1 0.0
H -1.46675 -1.43057 -2.76327 -0.1 0.1 0.0
C -3.73564 -1.39449 4.08901 0.1 -1.5 0.8
O -2.79186 -0.89475 3.09535 -0.3 0.5 -0.1
C -2.18361 -1.60234 2.12651 2.8 1.2 -1.3
O -1.35844 -1.08237 1.30738 -3.7 -2.0 3.2
O -2.44507 -2.88501 2.21667 -0.7 -0.1 -0.7
C -2.08192 -3.83645 1.19678 1.0 -0.8 0.3
H -4.80699 -1.39485 3.88827 0.2 0.4 -1.2
H -3.68338 -0.88336 5.05032 0.8 0.8 -0.5
H -3.53656 -2.42053 4.39838 0.4 -0.1 -0.5
H -2.23380 -4.78841 1.70553 -0.2 0.0 -0.2
H -1.02458 -3.82314 0.93227 0.1 0.6 0.3
H -2.63850 -3.82475 0.25967 -0.5 0.6 0.4
```
Positions in Å, forces in eV/Å.

No. 4
This record from the Open Molecules 2025 dataset describes a molecular structure, C3H5NO at a distorted geometry. The level of theory is wB97M-V/def2-TZVPD.

HOMO energy (alpha / beta): -5.73 / -10.01 eV
Electronic energy: -247.0088 Eh
Lowest unoccupied orbital energy (alpha / beta): 0.0400 / -0.0591 Ha
Frontier orbital gap (alpha / beta): 6.82 / 8.40 eV
Maximum force: 0.239 Eh/bohr
Spin multiplicity: 3
ΔE to the lowest compared entry with this formula, charge and spin: 364.89 kJ/mol

Structure (XYZ):
```
10
Properties=species:S:1:pos:R:3:forces:R:3
C -0.60141 0.38651 1.74166 -1.3 1.6 -2.1
C 0.73165 -0.82848 -1.62956 2.3 0.9 -8.2
C -0.37508 0.50136 0.45837 2.5 -3.8 -0.8
N 0.39018 -0.98390 -0.41678 -4.8 3.9 10.6
O 0.48587 -1.96540 0.33917 0.5 -1.7 0.1
H -1.23903 1.16959 2.17265 0.7 -0.5 0.4
H -0.45092 -0.58581 2.03637 0.3 -2.1 1.8
H 1.31262 -1.55661 -2.22765 -0.4 0.7 0.7
H 0.41887 0.16863 -1.92189 0.4 -0.4 -1.1
H -0.42137 1.33272 -0.14718 -0.2 1.5 -1.6
```
Positions in Å, forces in eV/Å.

No. 5
This record from the Open Molecules 2025 dataset describes 2 unconnected molecules or ions with the total composition C3H8NO3 at a distorted geometry. The level of theory is wB97M-V/def2-TZVPD.

HOMO energy: -3.43 eV
Net charge: -1
Electronic energy: -399.5442 Eh
Lowest unoccupied orbital energy: 0.1539 Ha
Frontier orbital gap: 7.62 eV
Maximum force: 0.087 Eh/bohr
ΔE to the lowest compared entry with this formula, charge and spin: 350.81 kJ/mol

Structure (XYZ):
```
15
Properties=species:S:1:pos:R:3:forces:R:3
O 1.84776 0.01636 1.81900 -1.2 0.9 0.1
C 0.68472 0.58219 1.61612 1.0 -1.8 -2.7
C -0.24695 -0.36927 0.66022 -1.1 -1.4 1.1
N 0.34277 -0.35631 -0.71375 -0.4 1.3 0.4
C 1.02383 1.10417 -0.75156 -1.0 -3.0 2.7
O 0.59714 1.59801 0.46189 0.6 3.0 -0.6
H 0.28908 1.23964 2.41575 -0.5 -0.6 -0.1
H -1.39411 -0.16134 0.66154 1.8 0.1 0.0
H -0.11702 -1.41716 0.99209 -0.3 0.3 0.1
H 1.04704 -1.09610 -0.68410 0.1 0.7 -0.1
H 0.72274 1.71809 -1.57843 -0.3 0.1 -0.4
H 2.07020 0.89183 -0.68021 1.0 0.1 -0.5
H -2.72083 -1.12811 -0.84666 -1.1 -0.3 -1.1
H -1.55993 -1.26414 -1.56564 -1.9 -0.2 -1.8
O -2.58643 -1.35786 -1.80624 3.3 0.6 2.9
```
Positions in Å, forces in eV/Å.

No. 6
This record from the Open Molecules 2025 dataset describes a molecular structure, C7H17NO at a distorted geometry. The level of theory is wB97M-V/def2-TZVPD.

HOMO energy: -7.58 eV
Electronic energy: -406.8245 Eh
Lowest unoccupied orbital energy: 0.0250 Ha
Frontier orbital gap: 8.26 eV
Maximum force: 0.050 Eh/bohr
ΔE to the lowest compared entry with this formula, charge and spin: 277.88 kJ/mol

Structure (XYZ):
```
26
Properties=species:S:1:pos:R:3:forces:R:3
C 1.69118 0.20335 -0.23128 -0.4 0.5 0.0
C 0.26420 -1.45728 1.09534 -0.4 0.5 0.0
C 2.12378 0.88858 1.06646 0.0 0.0 -0.1
C 1.69480 1.18487 -1.40526 0.0 -0.1 0.1
C 0.34683 -0.55179 -0.13379 -0.4 -1.1 -1.1
O -0.02847 -1.11169 -1.26146 1.0 0.5 0.7
H 2.41325 -0.58849 -0.46098 -0.2 -0.1 0.0
H 1.16393 -2.07096 1.14101 0.0 0.0 -0.1
H 0.18856 -0.87978 2.01674 0.1 -0.1 0.1
H -0.60648 -2.10401 1.01200 0.0 0.0 0.0
H 1.38200 1.62073 1.39648 0.0 0.0 0.0
H 2.70512 1.55218 -1.59318 0.0 0.0 0.0
H 3.05617 1.43312 0.90886 0.0 0.0 0.0
H 2.28529 0.17807 1.87615 0.0 0.0 0.0
H 1.07640 2.06011 -1.18629 0.0 0.0 0.0
H 1.31516 0.69666 -2.30134 0.0 0.0 0.0
C -2.45265 0.02764 0.26043 1.7 1.2 0.5
C -2.66772 -0.98672 -0.78771 2.1 -1.1 -1.0
N -0.95730 0.65659 0.14322 -0.9 -0.6 -0.1
H -0.77843 1.28518 0.92075 -0.1 0.0 0.0
H -0.94112 1.19285 -0.72277 0.1 -0.1 0.1
H -3.09802 0.91125 0.19371 0.1 -0.1 0.2
H -2.45962 -0.36626 1.27753 -0.2 0.0 -0.1
H -3.16766 -0.58931 -1.66955 -0.1 0.0 0.0
H -3.17189 -1.87555 -0.41644 -0.1 0.0 0.0
H -1.37729 -1.30934 -1.13864 -2.5 0.4 0.5
```
Positions in Å, forces in eV/Å.